Density functional theory data (wB97M-V/def2-TZVPD) for a molecular structure, C20H18BrClN2Rh.

```
43
C20H18BrClN2Rh, DFT wB97M-V/def2-TZVPD
Rh 0.36965 0.62060 -0.06901
Br -1.45914 -0.96383 0.98861
C -0.20021 -1.65492 2.25353
C -0.63983 -2.56375 3.16187
C 0.27466 -3.07173 4.10972
C 1.56867 -2.64554 4.10420
C 2.02751 -1.69816 3.15412
C 3.37106 -1.25553 3.15530
C 3.80371 -0.35265 2.22962
C 2.91495 0.14458 1.25189
C 1.59616 -0.22591 1.23313
C 1.12751 -1.17705 2.18640
H -1.67049 -2.89010 3.16583
H -0.06560 -3.79502 4.83749
H 2.27220 -3.02591 4.83374
H 4.04792 -1.64911 3.90274
H 4.83109 -0.01310 2.23653
H 3.29313 0.84005 0.51270
C 4.48745 -0.73117 -3.00720
N 3.21009 -1.38918 -2.72675
C 3.05135 -2.79666 -3.09990
C 2.28320 -0.77113 -2.05884
N 1.46501 -0.19504 -1.48206
H 4.70840 -0.81544 -4.07032
H 5.28520 -1.20197 -2.43227
H 4.42352 0.32002 -2.73934
H 3.22661 -2.90667 -4.16920
H 2.04133 -3.12328 -2.86868
H 3.76422 -3.41048 -2.54923
Cl -4.45883 3.27779 -2.29954
C -2.81688 3.07017 -1.82052
C -1.87526 2.67749 -2.76766
C -0.56029 2.50491 -2.38867
C -0.15283 2.74753 -1.06533
C 1.19101 2.39598 -0.59256
C -1.13261 3.12162 -0.12771
C -2.45717 3.28780 -0.50087
H -2.18565 2.50878 -3.78913
H 0.17443 2.19114 -3.11959
H 1.49526 2.89079 0.32950
H 1.98331 2.39466 -1.33468
H -0.83648 3.33049 0.89475
H -3.20352 3.59213 0.21896
```

Calculated values
* HOMO energy: -10.93 eV
* ΔE to the lowest compared entry with this formula, charge and spin: 0.00 kcal/mol
* M: 504.6 g mol⁻¹
* HOMO-LUMO gap: 7.2 eV
* total charge: +1
* 2S+1: 1
* energy: -109578.24766 eV
* F_max: 0.35 eV Å⁻¹